C10H19NPdSi | the ωB97M-V functional and the def2-TZVPD basis

2S+1 = 3
Total charge = -2
<S²> = 2.004
E_tot = -864.34521 hartree
Energy relative to the best compared isomer or geometry (same formula, charge and spin) = 9.0 kJ/mol

Structure (XYZ):
```
32
C10H19NPdSi (the ωB97M-V functional and the def2-TZVPD basis)
C 2.72 -0.32 1.23
C 3.28 -1.49 0.64
C 2.38 -2.58 0.87
C 1.28 -2.07 1.62
C 1.48 -0.67 1.83
Pd 1.45 -1.16 -0.19
N -0.18 1.33 -0.19
C 0.56 1.71 -1.39
C 1.44 0.53 -1.79
H 2.50 -3.60 0.52
H 4.20 -1.54 0.07
H 0.44 -2.66 2.01
H 0.80 0.00 2.36
H 3.15 0.69 1.20
H 2.49 0.81 -1.89
H 1.19 2.59 -1.16
H 0.00 1.97 0.58
H 1.07 -0.03 -2.67
H -0.13 2.01 -2.20
C -1.82 -1.22 -0.61
Si -1.78 0.60 -0.10
C -2.78 1.49 -1.40
C -2.25 0.80 1.69
H -1.48 -1.37 -1.65
H -2.87 -1.56 -0.58
H -1.23 -1.90 0.03
H -3.86 1.29 -1.32
H -2.60 2.57 -1.30
H -2.44 1.21 -2.41
H -3.31 0.56 1.86
H -1.64 0.17 2.36
H -2.09 1.85 2.01
```

Results of the natural (NBO) charge analysis, in e, for atoms 1 through 4: number 1, C, carries -0.345; number 2, C, carries -0.409; number 3, C, carries -0.414; number 4, C, carries -0.387

=====

C10H19NSi | the ωB97M-V functional and the def2-TZVPD basis

E_tot = -736.61441 hartree
Energy relative to the best compared isomer or geometry (same formula, charge and spin) = 112.0 kJ/mol

Structure (XYZ):
```
31
C10H19NSi (the ωB97M-V functional and the def2-TZVPD basis)
C -2.57 0.29 -0.89
C -1.22 0.05 -0.18
C -0.43 1.16 -0.03
C -0.76 2.55 -0.55
N 0.79 1.14 0.53
C 1.19 2.25 1.40
Si 1.77 -0.20 0.07
C 2.62 0.12 -1.70
C 0.47 -1.66 0.29
C 0.84 -3.09 0.67
C -0.85 -1.26 0.27
C -1.90 -2.08 0.80
H -2.65 1.28 -1.32
H -3.40 0.27 -0.24
H -2.67 -0.54 -1.63
H -1.50 2.41 -1.38
H 0.05 3.05 -1.02
H -1.26 3.26 0.20
H 1.94 1.73 1.96
H 1.55 3.06 0.92
H 0.31 2.66 1.92
H 2.88 -0.07 1.04
H 3.44 0.86 -1.50
H 3.20 -0.67 -2.18
H 2.03 0.64 -2.51
H 0.10 -3.86 0.40
H 0.90 -3.16 1.78
H 1.90 -3.19 0.33
H -2.59 -1.64 1.50
H -1.63 -3.08 1.24
H -2.55 -2.27 -0.15
```

Results of the natural (NBO) charge analysis, in e, for atoms 1 through 4: number 1, C, carries -0.615; number 2, C, carries -0.123; number 3, C, carries 0.226; number 4, C, carries -0.660

=====

C10H19P | the ωB97M-V functional and the def2-TZVPD basis

E_tot = -733.63732 hartree
Energy relative to the best compared isomer or geometry (same formula, charge and spin) = 169.1 kJ/mol

Structure (XYZ):
```
30
C10H19P (the ωB97M-V functional and the def2-TZVPD basis)
C -2.96 -0.30 2.15
C -1.94 -0.44 1.57
P -0.51 -1.25 0.99
C 0.90 -0.06 1.31
C 1.27 -0.17 2.75
C 0.63 1.41 1.01
C 1.76 1.97 -0.02
C -0.83 -0.82 -0.81
C -2.15 -1.04 -1.36
C 0.26 -1.32 -1.66
C 0.39 -0.30 -2.79
H -3.87 0.09 2.61
H 1.76 -0.43 0.70
H 0.42 -0.11 3.47
H 1.87 -1.11 2.80
H 2.00 0.46 3.25
H -0.37 1.63 0.71
H 0.84 2.09 1.87
H 1.37 2.89 -0.41
H 2.73 2.17 0.46
H 1.93 1.28 -0.82
H -0.67 0.32 -0.81
H -2.66 -0.03 -1.58
H -2.14 -1.59 -2.24
H -2.83 -1.36 -0.60
H 1.30 -1.42 -1.23
H 0.10 -2.36 -2.09
H -0.54 0.00 -3.19
H 0.92 0.55 -2.30
H 0.99 -0.73 -3.72
```

Results of the natural (NBO) charge analysis, in e, for atoms 1 through 4: number 1, C, carries -0.194; number 2, C, carries -0.402; number 3, P, carries 0.843; number 4, C, carries -0.509

=====

C10H20As3F24N2O5S2Ti | the ωB97M-V functional and the def2-TZVPD basis

2S+1 = 4
Total charge = -2
<S²> = 3.750
E_tot = -11628.77625 hartree

Structure (XYZ):
```
67
C10H20As3F24N2O5S2Ti (the ωB97M-V functional and the def2-TZVPD basis)
Ti 10.95 -3.99 -0.94
C 13.20 -6.07 -4.99
F 13.98 -5.91 -6.10
F 12.21 -5.15 -4.94
F 12.74 -7.27 -5.01
S 14.49 -5.82 -3.44
O 15.65 -6.57 -3.97
O 14.73 -4.35 -3.24
N 13.48 -6.43 -2.13
S 14.67 -7.04 -1.34
O 15.18 -8.28 -1.88
O 15.71 -6.13 -0.87
C 13.77 -7.59 0.31
F 14.67 -7.86 1.19
F 12.99 -6.62 0.75
F 13.06 -8.70 0.11
C 7.62 -9.59 -2.45
C 7.80 -10.61 -1.27
N 7.85 -12.17 -1.68
C 6.45 -12.58 -2.12
C 8.83 -12.39 -2.86
C 10.24 -11.89 -2.57
C 8.27 -13.04 -0.48
C 8.80 -14.57 -0.78
O 8.92 -15.21 0.46
C 9.62 -16.46 0.29
H 6.58 -9.63 -2.78
H 8.26 -9.75 -3.32
H 7.74 -8.60 -2.01
H 6.97 -10.51 -0.57
H 8.70 -10.40 -0.70
H 6.13 -12.26 -3.11
H 5.73 -12.32 -1.34
H 6.39 -13.66 -2.25
H 8.49 -11.86 -3.75
H 8.76 -13.42 -3.20
H 10.83 -12.60 -1.99
H 10.36 -10.87 -2.23
H 10.84 -11.97 -3.48
H 7.36 -13.06 0.12
H 9.08 -12.50 0.01
H 9.74 -14.52 -1.32
H 8.14 -15.16 -1.42
H 9.00 -17.16 -0.29
H 9.57 -17.02 1.22
H 10.62 -16.44 -0.14
As 14.20 0.32 1.96
F 14.56 1.68 3.09
F 15.84 -0.35 2.42
F 14.06 -1.06 0.75
F 12.61 0.96 1.52
F 14.93 1.32 0.63
F 13.36 -0.78 3.14
As 10.69 1.18 -4.58
F 8.89 1.27 -4.35
F 10.84 2.47 -3.33
F 12.53 1.19 -4.77
F 10.58 0.02 -5.86
F 10.72 2.51 -5.79
F 10.84 -0.10 -3.28
As 6.23 -2.67 1.01
F 5.81 -4.38 0.78
F 7.84 -3.14 1.71
F 6.83 -0.99 1.21
F 4.69 -2.16 0.20
F 5.40 -2.66 2.63
F 6.95 -2.85 -0.65
```

Results of the natural (NBO) charge analysis, in e, for atoms 1 through 4: number 1, Ti, carries 0.993; number 2, C, carries 0.802; number 3, F, carries -0.323; number 4, F, carries -0.319

=====

C10H20BNO3 | the ωB97M-V functional and the def2-TZVPD basis

E_tot = -698.37101 hartree

Structure (XYZ):
```
35
C10H20BNO3 (the ωB97M-V functional and the def2-TZVPD basis)
O -2.27 2.30 -1.39
C -1.84 2.49 -0.31
O -0.58 2.11 0.16
C -0.18 0.84 -0.12
C -1.01 -0.20 -0.36
C -0.56 -1.56 -0.88
C -0.28 -1.63 -2.38
C 0.64 -0.46 -2.82
C 2.02 -0.41 -2.15
C 2.04 0.78 -1.21
C 1.28 0.76 0.09
H -2.39 3.04 0.56
H -2.00 0.05 -0.54
H -1.39 -2.12 -0.64
H 0.32 -1.74 -0.27
H -1.22 -1.59 -2.86
H 0.26 -2.56 -2.73
H 0.74 -0.53 -3.92
H 0.13 0.51 -2.50
H 2.23 -1.37 -1.76
H 2.83 -0.25 -2.91
H 3.02 1.01 -0.92
H 1.60 1.56 -1.85
H 1.54 -0.18 0.55
H 1.49 1.65 0.56
C 0.45 -0.24 3.73
B -0.85 -0.19 2.84
N -1.63 -1.35 2.40
O -1.43 1.02 2.48
H 0.31 0.60 4.49
H 1.31 0.24 3.23
H 0.77 -1.22 4.22
H -2.48 -1.04 1.92
H -1.98 -2.10 2.84
H -0.88 1.79 2.42
```

Results of the natural (NBO) charge analysis, in e, for atoms 1 through 4: number 1, O, carries -0.518; number 2, C, carries 0.677; number 3, O, carries -0.561; number 4, C, carries 0.332

=====

C10H20Br6ClNOP | the ωB97M-V functional and the def2-TZVPD basis

Total charge = +1
E_tot = -16768.34166 hartree

Structure (XYZ):
```
40
C10H20Br6ClNOP (the ωB97M-V functional and the def2-TZVPD basis)
C -1.15 -2.19 1.04
C -1.18 -1.55 -0.44
Br -2.33 0.10 -0.50
C 0.26 -1.34 -1.13
Br 0.67 -2.87 -2.35
P 1.68 -0.97 0.07
C 1.23 0.14 1.53
N 0.81 1.50 1.00
C 3.12 -0.13 -0.87
C 3.75 -1.05 -2.02
O 4.03 -0.56 -3.14
Cl 4.18 -2.83 -1.80
H -0.18 -2.73 1.31
H -1.46 -1.39 1.81
H -1.98 -2.99 1.08
H -1.74 -2.31 -1.10
H 0.16 -0.41 -1.81
H 2.18 -2.21 0.56
H 0.47 -0.32 2.25
H 2.20 0.28 2.14
H 1.36 2.19 1.57
H 1.12 1.58 0.01
H 2.66 0.79 -1.38
H 3.93 0.25 -0.15
Br -3.38 1.73 -3.80
C -3.23 0.38 -5.19
C -4.02 -0.86 -4.84
Br -3.10 -1.94 -3.51
H -2.17 0.18 -5.33
H -3.63 0.85 -6.09
H -4.12 -1.51 -5.71
H -5.01 -0.64 -4.45
Br 0.89 0.40 5.44
C 0.53 2.27 5.85
C 0.45 3.11 4.60
Br 2.23 3.47 3.89
H 1.30 2.60 6.54
H -0.44 2.27 6.36
H 0.03 4.09 4.81
H -0.12 2.63 3.80
```

Results of the natural (NBO) charge analysis, in e, for atoms 1 through 4: number 1, C, carries -0.678; number 2, C, carries -0.283; number 3, Br, carries 0.062; number 4, C, carries -0.610

=====

C10H20BrI2NO5P2S2 | the ωB97M-V functional and the def2-TZVPD basis

E_tot = -5472.23297 hartree

Structure (XYZ):
```
43
C10H20BrI2NO5P2S2 (the ωB97M-V functional and the def2-TZVPD basis)
C -0.66 -1.50 3.24
P 0.38 -0.25 2.20
O 1.93 -1.13 2.15
C -0.33 -0.04 0.41
C -0.59 -1.63 -0.06
C -1.21 -1.77 -1.58
N -2.75 -1.76 -1.49
C -1.64 0.90 0.28
P -3.11 0.66 1.44
O -3.45 -1.05 1.78
Br -2.44 1.72 3.39
C -1.34 2.54 0.32
S -3.02 3.40 0.18
S -0.42 2.85 -1.31
O 0.43 4.13 -1.35
O -1.56 3.04 -2.39
O 0.36 1.40 -1.69
C 0.88 0.68 -0.49
I 2.19 2.00 0.76
C 1.94 -0.42 -1.15
C 3.29 0.27 -1.81
C 4.68 -0.07 -0.96
I 5.92 -1.55 -2.04
H -0.79 -2.55 2.69
H 0.02 -1.75 4.19
H -1.66 -1.07 3.66
H 1.79 -2.04 1.76
H 0.38 -2.31 0.11
H -1.41 -2.15 0.64
H -0.93 -0.81 -2.18
H -0.82 -2.76 -2.11
H -3.16 -2.54 -2.05
H -3.13 -0.87 -1.91
H -2.06 0.75 -0.83
H -3.93 -1.14 2.66
H -0.73 2.84 1.27
H -2.89 4.79 0.34
H 1.38 -0.93 -2.07
H 2.23 -1.29 -0.43
H 3.18 1.41 -2.07
H 3.46 -0.27 -2.86
H 5.27 0.89 -0.66
H 4.30 -0.64 0.02
```

Results of the natural (NBO) charge analysis, in e, for atoms 1 through 4: number 1, C, carries -0.990; number 2, P, carries 1.079; number 3, O, carries -0.964; number 4, C, carries -0.416

=====

C10H20Cl4O5 | the ωB97M-V functional and the def2-TZVPD basis

E_tot = -2609.98994 hartree
Energy relative to the best compared isomer or geometry (same formula, charge and spin) = 63.3 kJ/mol

Structure (XYZ):
```
39
C10H20Cl4O5 (the ωB97M-V functional and the def2-TZVPD basis)
C 11.18 12.48 19.95
C 11.73 13.47 18.91
O 11.38 14.81 19.30
C 12.21 15.79 18.95
O 13.30 15.74 18.44
O 11.62 16.96 19.32
C 12.31 18.21 19.11
H 11.42 11.42 19.93
H 10.10 12.50 19.88
H 11.43 12.81 20.96
H 11.40 13.18 17.91
H 12.81 13.34 18.96
H 12.43 18.54 18.08
H 13.33 18.14 19.50
H 11.74 18.95 19.68
C 6.36 12.20 17.00
C 7.62 12.56 17.81
O 7.45 13.61 18.72
C 7.45 14.84 18.24
C 6.97 15.89 19.22
O 7.87 15.21 17.15
H 5.50 12.00 17.65
H 6.54 11.29 16.42
H 5.91 12.97 16.37
H 7.77 11.70 18.46
H 8.56 12.62 17.27
H 7.35 16.90 19.07
H 7.13 15.57 20.26
H 5.90 15.97 19.07
Cl 9.51 19.45 17.46
C 9.63 17.95 16.54
Cl 11.07 18.22 15.50
H 9.88 17.11 17.20
H 8.79 17.81 15.86
Cl 6.32 18.74 14.65
C 5.42 17.35 15.27
Cl 5.34 15.93 14.20
H 5.91 17.01 16.18
H 4.39 17.63 15.47
```

Results of the natural (NBO) charge analysis, in e, for atoms 1 through 4: number 1, C, carries -0.636; number 2, C, carries -0.074; number 3, O, carries -0.500; number 4, C, carries 0.991

=====

Among the records above, which one has the lowest E_tot?
C10H20Br6ClNOP

=====

E_tot of number 1 (C10H19NPdSi)?
-864.34521 hartree